Record 1
ORCA calculation (ωB97M-V with the def2-TZVPD basis set) on C24H58HfP2Si4Te as an isolated structure in a non-equilibrium geometry.

```
90
Properties=species:S:1:pos:R:3:forces:R:3
P 1.6212 -2.3427 -2.5770 -1.25 0.40 -0.15
P -1.7055 -1.2707 1.8055 0.34 0.76 -0.04
C -0.5055 -2.5617 -0.5527 -0.30 -0.97 0.95
C -1.8246 -2.0298 0.1697 2.22 0.85 -0.71
H 0.4113 -2.3295 0.0791 -1.02 -0.20 -1.28
H -0.5012 -3.7423 -0.7533 0.00 2.36 0.84
H -2.2448 -1.1202 -0.4228 -0.35 -1.65 0.55
H -2.3984 -2.8732 0.5186 -1.17 0.21 -0.92
C -1.3659 -2.6856 2.8647 0.83 -0.44 0.65
H -1.1338 -2.4006 3.9041 -0.15 -0.07 -0.41
H -0.5180 -3.2612 2.4739 -0.12 0.11 0.14
H -2.2856 -3.2983 2.8558 0.62 0.15 0.07
C -3.4865 -1.1881 2.0934 -1.12 0.77 0.57
H -3.7985 -2.1998 2.4143 0.03 0.62 -0.18
H -4.0525 -0.9294 1.1878 0.31 0.08 0.20
H -3.7834 -0.4702 2.8784 0.20 -0.33 -0.28
C 2.7559 -3.7646 -2.7481 0.20 -0.01 0.12
H 3.7206 -3.2963 -3.1045 -0.94 -0.66 0.40
H 2.3839 -4.4495 -3.4953 0.27 -0.56 -0.21
H 2.9040 -4.2668 -1.7751 0.11 0.18 -0.52
C 0.6008 -2.4776 -4.1452 2.78 1.19 -1.92
H -0.5001 -2.1583 -4.2918 1.20 -0.18 -1.16
H 0.7677 -3.4816 -4.5373 -0.31 0.34 -0.38
H 1.0027 -1.7612 -4.8880 -0.34 -0.32 0.12
Hf -1.2064 -2.1796 -2.6430 1.80 2.55 5.87
C -3.2618 -3.9597 -1.6555 -1.22 -0.07 0.16
C -2.5043 -4.7134 -0.8481 -0.24 -0.24 0.94
C -1.6391 -5.8681 -1.1872 -1.16 -1.18 0.41
C -1.2531 -6.0029 -2.6741 0.02 -1.20 1.24
C -1.0120 -4.7221 -3.3302 -0.36 0.59 -1.91
C -1.9289 -3.8964 -3.9789 -0.41 -3.45 -2.50
C -3.4180 -4.3135 -4.0841 0.61 0.61 -0.20
C -4.0703 -4.6024 -2.7428 0.31 0.19 0.00
C -0.2051 0.0043 -2.8314 0.80 1.42 -1.11
H -3.6518 -2.9582 -1.4873 -0.14 0.03 1.28
H -2.4707 -4.6653 0.2362 0.29 1.26 0.03
H -2.1956 -6.7892 -0.8708 0.68 0.42 -0.12
H -0.7751 -5.7587 -0.4757 -0.48 -0.38 -0.97
H -0.2944 -6.5384 -2.6265 -0.26 0.03 -0.41
H -1.9665 -6.6540 -3.2240 0.22 0.66 0.29
H 0.0299 -4.4999 -3.3986 0.33 -0.01 -0.18
H -1.6495 -3.4575 -4.9752 0.25 -0.22 1.12
H -3.5191 -5.2361 -4.6600 0.18 0.41 -0.67
H -3.8387 -3.4328 -4.6016 -0.59 -0.82 0.06
H -5.0828 -4.1618 -2.6918 0.43 -0.30 -0.02
H -4.1792 -5.6657 -2.4683 0.07 0.35 -0.67
H -0.2656 0.9496 -2.2126 -0.51 -1.33 0.28
H -0.2705 0.6032 -3.8101 -0.14 -1.32 0.57
H 0.9251 -0.2184 -2.7720 -1.75 0.40 -0.07
C 3.8456 2.3154 3.7141 -0.09 0.00 -0.27
Si 3.4208 2.9598 1.9806 0.66 -0.88 0.37
C 4.0453 4.7337 1.8725 -0.30 0.20 -0.13
C 4.3133 1.9125 0.7033 0.09 -0.04 0.02
Si 1.1028 2.7935 1.5935 0.78 1.01 1.30
Te -0.3782 0.8526 0.9325 -0.49 -0.75 -0.62
Si 0.2928 3.7893 3.5412 0.04 0.07 0.28
C 1.2538 5.3284 4.0759 -0.07 -0.12 -0.14
C -1.4894 4.2618 3.2356 -0.10 -0.02 0.25
C 0.4247 2.5250 4.9373 -0.20 0.18 -0.13
Si 0.8038 4.4546 -0.0470 -0.73 -0.45 -1.74
C 0.8444 6.2012 0.5813 0.09 0.23 0.55
C 2.1174 4.2935 -1.4197 -0.18 0.06 0.38
C -0.9133 4.1022 -0.7920 0.33 0.42 0.25
H 4.9425 2.2547 3.7834 -0.28 0.01 0.11
H 3.4289 1.3141 3.8824 0.15 0.14 -0.03
H 3.4725 2.9668 4.5142 0.18 -0.08 -0.19
H 5.1374 4.7031 1.9843 -0.16 -0.13 0.00
H 3.8360 5.2098 0.9102 0.06 -0.06 0.11
H 3.6558 5.3849 2.6601 0.05 -0.13 -0.12
H 3.7749 0.9755 0.5086 0.20 0.11 0.11
H 4.4056 2.4384 -0.2539 0.05 -0.07 0.15
H 5.3199 1.6822 1.0856 -0.23 -0.01 -0.26
H 1.2209 6.1322 3.3307 -0.02 -0.15 0.24
H 0.7553 5.6792 4.9927 0.16 0.01 -0.20
H 2.3043 5.1271 4.3158 -0.27 -0.01 0.03
H -2.0834 3.3999 2.9073 0.04 0.14 0.10
H -1.8837 4.6201 4.1991 -0.16 0.02 -0.36
H -1.5883 5.0492 2.4772 0.00 -0.11 0.24
H 0.0889 1.5311 4.6167 -0.08 0.15 0.15
H 1.4496 2.4231 5.3106 -0.25 0.09 -0.02
H -0.2285 2.8990 5.7414 0.24 -0.32 -0.04
H 1.8164 6.4976 0.9660 0.19 -0.06 0.04
H 0.6226 6.8878 -0.2391 -0.07 -0.18 -0.17
H 0.1269 6.4058 1.3731 -0.16 -0.05 0.00
H 2.1090 3.3082 -1.8905 -0.04 0.01 0.02
H 1.9060 5.0464 -2.1907 -0.02 -0.12 0.12
H 3.1322 4.4817 -1.0551 -0.14 -0.03 -0.04
H -0.9059 3.1986 -1.4166 -0.05 0.29 0.00
H -1.6503 3.9639 0.0082 0.06 0.02 -0.14
H -1.2091 4.9917 -1.3708 -0.05 -0.44 -0.06
```
Forces are in eV/Å.

The charge is +2. The max |F| comes out at 6.7 eV/Å. The value obtained for the HOMO-LUMO gap (alpha / beta) is 5.40 / 5.34 eV. As for the LUMO energy (alpha / beta): -7.09 / -7.13 eV. The value obtained for the HOMO energy (alpha / beta) is -12.49 / -12.47 eV. For the total energy, the calculation gives -84495.17015 eV.

These are the Löwdin partial charges, in e, on atoms 1 to 8:
1. P 0.88
2. P 0.61
3. C -0.38
4. C -0.55
5. H 0.05
6. H 0.05
7. H 0.07
8. H 0.03

***

Record 2
ORCA calculation (ωB97M-V with the def2-TZVPD basis set) on a 4-piece molecular cluster, C24H58N2 overall in a non-equilibrium geometry.

```
84
Properties=species:S:1:pos:R:3:forces:R:3
C -5.8542 -3.0739 -0.6115 0.54 -1.69 -3.81
C -4.7397 -2.5846 -1.5852 -0.40 1.58 1.25
N -3.8597 -1.4795 -1.0814 0.21 1.06 1.56
C -3.2661 -1.5685 0.3306 -3.85 -6.39 -2.14
C -2.1385 -2.6063 0.3452 -0.64 -0.58 4.25
C -2.8332 -1.0485 -2.0215 -1.10 -0.64 -2.10
C -2.2055 0.2917 -1.7169 -3.85 0.05 1.04
H -5.5560 -3.6313 0.2480 0.05 -0.21 0.54
H -6.4920 -3.6887 -1.3461 1.09 -0.22 1.30
H -6.5898 -2.3596 -0.4978 -1.00 2.16 1.27
H -5.3107 -2.2856 -2.4925 0.65 0.54 0.49
H -4.1217 -3.3641 -1.9329 0.75 -1.56 -0.21
H -4.1045 -1.9539 1.0413 1.24 0.78 -1.26
H -2.9262 -0.7265 0.7417 1.12 3.84 0.92
H -1.8372 -2.6687 1.4878 -0.29 0.03 -2.01
H -1.3053 -2.1788 -0.1212 1.44 -0.02 -1.05
H -2.3730 -3.6665 0.1065 0.03 0.97 -0.45
H -3.4655 -0.8182 -2.9550 1.33 -1.10 0.67
H -1.9616 -1.8430 -2.1717 -1.78 1.30 -0.20
H -1.8624 0.7480 -2.5585 2.25 0.57 -2.47
H -1.5518 0.1152 -0.9293 1.49 0.82 1.45
H -3.0237 1.0786 -1.5640 0.76 -1.27 0.98
C 2.5360 -1.0488 2.5715 -1.87 3.69 -0.51
C 2.1713 0.1245 1.5748 -0.56 -1.10 1.35
N 1.0880 0.8058 2.2851 -0.44 2.80 -0.97
C 0.9467 2.2931 1.8500 1.14 -1.77 0.72
C 0.7344 2.4544 0.3446 -0.63 -3.22 0.33
C -0.2100 0.1555 2.1175 -0.16 -1.27 -1.21
C -0.7841 -0.2108 3.4781 -3.05 -0.04 -2.96
H 1.6689 -1.6364 2.7673 -0.64 -0.39 0.25
H 2.8097 -0.4300 3.4014 0.52 -0.59 1.04
H 3.2517 -1.6126 2.1502 2.88 -2.15 -1.03
H 1.6662 -0.4167 0.7026 1.64 1.30 -0.06
H 3.0767 0.8714 1.5507 -1.70 -1.67 -0.91
H 1.8959 2.8009 1.9966 0.51 -0.35 0.56
H 0.2978 2.7999 2.6078 -0.20 -0.46 -1.19
H 0.7600 3.4541 0.1891 0.87 3.27 -1.04
H -0.3382 2.2857 0.1164 0.66 -0.83 -0.48
H 1.5424 1.8319 -0.2792 -2.13 1.50 1.31
H -0.1743 -0.8052 1.5037 0.75 0.71 0.86
H -0.8358 0.7058 1.3758 -0.17 0.26 1.16
H -1.7327 -0.7651 3.3731 0.37 -0.83 -0.61
H -1.3049 0.5743 3.9305 0.63 1.93 1.59
H -0.1203 -0.8235 3.9670 1.48 -0.77 1.76
C -3.2508 3.0887 1.0458 3.43 0.29 3.38
C -2.6863 4.4436 0.6084 3.89 -1.23 0.29
C -2.6954 4.6518 -0.8681 -1.08 -0.41 -1.30
C -2.2844 6.0537 -1.2435 -0.38 1.42 2.18
C -2.3969 6.4762 -2.6535 1.58 -0.69 -2.68
C -3.7063 6.7489 -3.2310 -2.74 2.28 -0.84
H -4.3095 3.0442 0.9864 -0.95 0.15 0.58
H -2.6974 2.7553 2.1032 -2.17 0.98 -2.27
H -2.8911 2.3538 0.4352 0.89 -2.17 -1.92
H -1.5171 4.7531 0.9118 -2.84 -1.42 -0.19
H -3.2691 5.0344 1.2000 -1.46 2.85 0.90
H -3.7374 4.5518 -1.2365 0.34 -0.41 0.04
H -2.0765 3.8347 -1.3717 -0.65 1.12 0.50
H -1.3505 6.2842 -0.7992 2.02 -0.42 -0.37
H -2.7429 6.7782 -0.5101 -1.00 -0.51 -0.95
H -2.1254 5.6308 -3.3167 1.06 0.17 0.49
H -1.8675 7.3468 -3.0157 1.32 0.08 0.82
H -3.7222 7.0764 -4.3705 0.36 -0.73 2.38
H -4.1516 7.6210 -2.6265 -0.15 -1.41 -0.98
H -4.2209 5.8101 -3.1506 -1.39 -0.01 -0.02
C 7.5278 -1.6179 -0.0239 -7.90 -1.05 -1.01
C 7.3262 -3.0728 -0.4561 -5.27 -1.66 1.75
C 5.6817 -3.2347 -0.6520 2.08 -0.66 -2.21
C 5.2463 -4.6636 -1.1519 0.99 0.35 -0.45
C 5.2602 -5.6065 -0.0235 -0.56 0.37 3.20
C 3.9697 -5.4005 0.9304 2.20 -1.19 -0.94
H 7.0094 -0.8819 -0.6924 0.59 -0.82 0.28
H 8.4411 -1.6417 -0.1464 9.46 1.75 -0.29
H 7.1396 -1.4465 0.9486 0.13 0.05 1.03
H 7.5827 -3.8974 0.3063 -0.02 1.69 -0.67
H 7.7335 -3.4456 -1.3607 0.78 0.42 -1.07
H 5.3568 -2.5411 -1.4671 0.48 -0.16 0.68
H 5.1516 -2.9179 0.2494 0.10 -0.34 0.01
H 5.7723 -5.2095 -1.9999 0.11 1.60 0.65
H 4.2473 -4.5440 -1.5106 -0.92 -0.12 -0.28
H 6.2853 -5.6281 0.5503 -2.01 0.63 -0.60
H 5.1765 -6.6149 -0.2370 -0.11 -2.12 -1.37
H 4.2178 -6.0641 1.7417 -0.75 -0.42 0.56
H 2.9668 -5.5653 0.4874 0.88 -0.17 -0.01
H 4.0391 -4.4391 1.3197 -0.30 1.85 0.76
```
Forces are in eV/Å.

The max |F| comes out at 9.6 eV/Å. The value obtained for the HOMO-LUMO gap is 8.80 eV. As for the LUMO energy: 0.76 eV. As for the energy relative to the best compared isomer or geometry (same formula, charge and spin): 0.000 eV. The value obtained for the HOMO energy is -8.04 eV. As for the structure (SMILES): CCN(CC)CC.CCN(CC)CC.CCCCCC.CCCCCC. For the total energy, the calculation gives -28799.93467 eV.

These are the Löwdin partial charges, in e, on atoms 1 to 8:
1. C -0.08
2. C -0.24
3. N -0.18
4. C -0.20
5. C -0.10
6. C -0.30
7. C -0.10
8. H 0.05